The following is a quantum chemistry calculation of one molecule with the formula C3H4OS in a non-equilibrium geometry, from the OMol25 dataset.

XYZ file:
```
9
Properties=species:S:1:pos:R:3:forces:R:3:nbo_charge:R:1
C -1.43214 0.54780 0.70192 -1.93 0.02 0.06 0.568
C -0.82406 -0.77058 0.80633 0.59 0.28 -2.27 -0.492
C -0.14902 0.57377 0.03956 0.42 -0.63 4.87 -0.471
O -2.49745 1.10233 0.76504 0.87 -0.03 0.19 -0.470
S 1.32022 1.29522 0.75692 -0.27 1.43 1.58 -0.023
H -0.30595 -1.05867 1.70847 0.21 -0.02 -0.11 0.254
H -1.14389 -1.55645 0.07206 0.09 0.71 1.12 0.246
H -0.14078 0.81205 -0.92714 -0.35 -0.05 -4.06 0.238
H 0.82750 2.38725 1.57932 0.38 -1.72 -1.37 0.151
```
Positions in Å, forces in eV/Å.

Computed properties:
Kohn-Sham gap = 9.80 eV
energy above the lowest of the compared OMol25 structures with the same formula, charge and spin = 2.2430 eV
SMILES = O=C1C[C@@H]1S
HOMO energy = -9.458 eV
DFT total energy = -590.0422 hartree
maximum force = 4.93 eV/A